No. 1
{"formula": "C5H11NOS", "method": "ωB97M-V/def2-TZVPD", "homo_lumo_gap_ev": 9.01, "charge": 0, "e_above_lowest_ev": 5.476, "symbols": ["C", "C", "C", "C", "C", "N", "O", "S", "H", "H", "H", "H", "H", "H", "H", "H", "H", "H", "H"], "positions_angstrom": [[-2.268, -1.568, 0.863], [0.778, 1.771, 0.332], [-2.123, -0.968, -0.305], [-3.314, -0.437, -1.124], [4.077, -0.380, -0.038], [4.982, 0.009, -0.822], [-0.730, 3.130, 1.538], [-0.809, 1.914, 0.672], [-1.487, -1.816, 1.520], [-3.213, -1.740, 1.365], [1.282, 2.471, 0.915], [1.305, 1.138, -0.346], [-3.345, 0.642, -0.756], [-3.143, -0.737, -2.196], [-4.206, -0.933, -0.690], [4.444, -1.121, 0.749], [-1.153, -0.945, -0.676], [3.070, -0.002, -0.354], [5.855, -0.429, -0.647]]}

No. 2
{"formula": "H2N2O3S", "method": "ωB97M-V/def2-TZVPD", "homo_lumo_gap_ev": [7.32, 7.32], "smiles": "O=[N+]([O-])O.N=S", "charge": 0, "e_above_lowest_ev": 3.365, "symbols": ["O", "N", "O", "O", "H", "N", "S", "H"], "positions_angstrom": [[0.617, 2.549, -0.845], [0.501, 1.506, -0.338], [0.942, 1.064, 0.721], [-0.283, 0.628, -1.049], [-0.398, -0.213, -0.458], [-0.658, -1.499, 0.301], [-0.025, -1.560, 1.722], [-0.697, -2.476, -0.054]]}

No. 3
{"formula": "C10H11Cl2NO4OsS", "method": "ωB97M-V/def2-TZVPD", "homo_lumo_gap_ev": [9.00, 6.96], "s_squared": 6.034, "charge": 2, "spin_multiplicity": 5, "symbols": ["Os", "Cl", "C", "Cl", "H", "H", "C", "C", "C", "C", "C", "C", "C", "S", "O", "O", "N", "C", "C", "O", "O", "H", "H", "H", "H", "H", "H", "H", "H", "H"], "positions_angstrom": [[-0.454, -0.490, 0.949], [1.958, -1.081, 0.753], [2.538, 0.134, 1.992], [1.143, 0.723, 2.904], [2.991, 0.947, 1.435], [3.221, -0.392, 2.649], [1.075, -5.344, 1.831], [0.084, -4.252, 1.610], [-0.165, -3.286, 2.594], [-1.142, -2.307, 2.414], [-1.862, -2.271, 1.185], [-1.621, -3.250, 0.188], [-0.653, -4.203, 0.410], [-3.285, -1.196, 1.079], [-3.963, -1.159, 2.316], [-3.897, -1.344, -0.192], [-2.257, 0.174, 0.981], [-2.581, 1.385, 0.224], [-1.293, 1.893, -0.412], [-1.111, 2.858, -1.043], [-0.193, 1.021, -0.096], [1.592, -5.242, 2.782], [1.809, -5.361, 1.023], [0.566, -6.310, 1.814], [0.375, -3.326, 3.533], [-1.469, -1.695, 3.252], [-2.205, -3.234, -0.725], [-0.475, -4.958, -0.347], [-2.988, 2.149, 0.892], [-3.326, 1.163, -0.545]]}

No. 4
{"formula": "C4H12N2S2", "method": "ωB97M-V/def2-TZVPD", "homo_lumo_gap_ev": 3.97, "charge": 0, "e_above_lowest_ev": 6.233, "symbols": ["N", "C", "C", "S", "S", "C", "C", "N", "H", "H", "H", "H", "H", "H", "H", "H", "H", "H", "H", "H"], "positions_angstrom": [[-2.253, 0.355, -2.056], [-1.322, -0.585, -1.273], [-2.025, -0.961, 0.066], [-2.195, 0.635, 0.964], [2.302, 0.049, -1.527], [1.830, -0.399, 0.261], [1.071, 0.264, 1.430], [1.865, 1.072, 2.429], [-2.553, 1.069, -1.393], [-1.720, 0.728, -2.800], [-0.312, -0.146, -1.151], [-1.249, -1.495, -1.963], [-1.489, -1.742, 0.641], [-3.042, -1.316, -0.183], [2.131, -1.459, 0.377], [3.467, 0.607, -1.109], [0.378, 0.943, 1.009], [0.482, -0.466, 1.986], [2.829, 0.774, 2.138], [1.804, 2.074, 2.151]]}

Question: What is the charge in the third record?
Answer: +2

Question: Which value of charge does entry 4 give?
Answer: 0